Record 1
ORCA calculation (wB97M-V/def2-TZVPD) on a molecular structure, C22H52N7O8V at a distorted geometry.

Geometry as XYZ:
```
90
Properties=species:S:1:pos:R:3:mulliken_charge:R:1
V -8.284 -8.900 -23.321 1.16
C -7.444 -10.275 -20.183 0.31
O -7.504 -10.046 -21.571 -0.53
H -8.311 -9.971 -19.596 -0.39
H -7.385 -11.347 -19.994 0.16
H -6.672 -9.722 -19.649 0.06
C -1.661 -9.817 -22.005 0.22
O -0.735 -9.585 -22.821 -0.62
N -2.615 -8.945 -21.845 0.25
C -3.609 -9.241 -20.861 -0.90
C -2.780 -7.638 -22.534 -0.73
H -1.625 -10.656 -21.293 0.29
H -4.589 -9.341 -21.328 0.28
H -3.849 -8.331 -20.310 0.30
H -3.283 -10.020 -20.173 0.17
H -2.757 -6.786 -21.854 0.36
H -2.106 -7.511 -23.380 0.33
H -3.782 -7.544 -22.953 0.06
C -9.065 -5.820 -16.317 0.21
O -9.288 -5.240 -15.313 -0.58
N -9.987 -6.337 -17.146 0.14
C -9.406 -6.824 -18.407 -0.21
C -11.408 -6.055 -17.016 -0.93
H -8.056 -6.112 -16.647 0.32
H -8.341 -6.661 -18.568 0.12
H -9.880 -6.265 -19.214 0.30
H -9.551 -7.901 -18.487 -0.43
H -11.615 -5.700 -16.007 0.36
H -11.715 -5.260 -17.694 0.29
H -11.924 -7.001 -17.184 0.30
C -6.216 -6.567 -21.629 0.20
O -6.996 -7.199 -22.359 -0.66
N -5.430 -5.664 -22.177 0.32
C -4.807 -4.583 -21.423 -0.91
C -5.142 -5.584 -23.654 -1.07
H -6.288 -6.563 -20.530 0.23
H -5.229 -3.625 -21.727 0.33
H -3.739 -4.649 -21.629 0.35
H -4.976 -4.732 -20.356 0.27
H -5.588 -6.385 -24.243 0.21
H -5.615 -4.620 -23.841 0.45
H -4.079 -5.545 -23.894 0.36
C -11.845 -11.720 -16.556 0.11
O -12.608 -12.700 -16.556 -0.58
N -10.699 -11.618 -17.327 0.28
C -9.630 -10.608 -16.999 -0.98
C -10.226 -12.598 -18.247 -0.78
H -11.975 -10.825 -15.927 0.34
H -9.599 -9.720 -17.630 0.03
H -8.578 -10.893 -17.014 0.14
H -9.705 -10.348 -15.943 0.57
H -9.383 -13.214 -17.934 0.46
H -10.890 -13.440 -18.439 0.41
H -9.845 -12.199 -19.187 -0.09
C -6.424 -9.125 -16.356 0.18
O -7.285 -8.476 -15.838 -0.57
N -5.923 -10.278 -15.938 0.06
C -5.107 -11.099 -16.806 -0.61
C -6.257 -10.967 -14.689 -0.97
H -6.062 -8.843 -17.357 0.27
H -4.746 -10.757 -17.776 0.00
H -5.796 -11.886 -17.111 0.35
H -4.167 -11.490 -16.418 0.34
H -5.380 -11.301 -14.134 0.34
H -6.815 -10.297 -14.034 0.31
H -6.922 -11.781 -14.974 0.35
C -11.209 -7.312 -21.716 0.01
O -10.140 -7.849 -22.010 -0.48
N -12.066 -7.805 -20.759 0.23
C -13.296 -7.041 -20.335 -0.87
C -11.650 -8.923 -19.925 -0.45
H -11.611 -6.342 -22.047 0.40
H -13.746 -6.521 -21.181 0.38
H -13.037 -6.314 -19.566 0.30
H -14.035 -7.703 -19.883 0.30
H -12.472 -9.499 -19.501 0.40
H -11.043 -9.604 -20.523 0.16
H -11.135 -8.602 -19.020 -0.13
C -8.409 -14.343 -20.904 0.23
O -8.228 -15.468 -20.381 -0.66
N -9.598 -13.981 -21.281 0.14
C -9.973 -12.691 -21.873 -0.97
C -10.762 -14.840 -21.007 -0.97
H -7.663 -13.572 -21.148 0.32
H -10.660 -12.848 -22.705 0.40
H -9.152 -12.073 -22.236 0.14
H -10.452 -12.013 -21.166 0.43
H -10.647 -15.896 -20.761 0.31
H -11.461 -14.454 -20.265 0.33
H -11.287 -14.869 -21.963 0.37
```

spin multiplicity = 4
HOMO level (spin up / spin down) = -11.346 / -11.347 eV
ΔE to the lowest compared entry with this formula, charge and spin = 25.55 kcal/mol
net charge = +1
calculated total energy = -2798.25472 a.u.
lowest unoccupied orbital energy (spin up / spin down) = -0.182 / -0.182 Ha

Record 2
ORCA calculation (wB97M-V/def2-TZVPD) on 6 unconnected molecules or ions with the total composition C22H54N10O6 at a distorted geometry.

Geometry as XYZ:
```
92
Properties=species:S:1:pos:R:3:mulliken_charge:R:1
C 0.127 -0.882 -2.365 -0.52
C 0.020 -2.354 -1.898 2.28
C -1.207 -2.548 -1.011 -0.59
C -2.512 -2.700 -1.807 -0.49
C -2.359 -3.718 -2.922 -1.53
C -1.164 -3.406 -3.832 1.79
N 0.030 -3.316 -3.006 0.00
O 1.180 -3.084 -3.805 -0.40
C -1.012 -4.618 -4.773 -1.78
C -1.466 -2.190 -4.731 -1.86
C 1.236 -2.655 -1.011 -2.18
H 0.915 -0.392 -1.789 -0.33
H -0.746 -0.249 -2.193 -0.24
H 0.449 -0.828 -3.402 0.44
H -1.105 -3.461 -0.413 0.56
H -1.329 -1.729 -0.303 -0.59
H -2.841 -1.712 -2.150 0.11
H -3.321 -2.984 -1.122 0.50
H -3.256 -3.649 -3.542 0.52
H -2.291 -4.732 -2.526 0.40
H -0.858 -4.371 -5.826 0.37
H -0.132 -5.213 -4.506 0.35
H -1.839 -5.330 -4.741 0.42
H -2.302 -2.426 -5.390 0.50
H -1.712 -1.293 -4.169 0.31
H -0.596 -2.039 -5.373 0.43
H 1.149 -2.190 -0.026 0.38
H 2.171 -2.350 -1.479 0.35
H 1.265 -3.726 -0.773 0.54
H 1.717 -3.859 -3.616 0.35
C -0.453 3.094 2.300 -1.29
C -1.733 2.239 2.289 1.33
C -2.858 3.012 2.997 -1.20
C -3.339 4.132 2.083 -0.59
C -3.845 3.541 0.780 -1.31
C -2.753 2.768 0.015 1.77
N -2.205 1.808 0.986 -0.29
O -1.256 0.949 0.355 0.66
C -3.427 1.957 -1.081 -2.04
C -1.730 3.756 -0.581 -1.67
C -1.442 0.998 3.168 -1.81
H -0.562 4.060 1.806 0.26
H 0.315 2.617 1.681 0.05
H -0.038 3.226 3.295 0.57
H -3.692 2.348 3.221 0.38
H -2.469 3.468 3.908 0.39
H -2.555 4.865 1.878 0.30
H -4.137 4.742 2.518 0.41
H -4.407 4.258 0.186 0.44
H -4.550 2.745 1.061 0.36
H -4.227 1.365 -0.618 0.41
H -3.937 2.569 -1.826 0.51
H -2.790 1.244 -1.604 0.32
H -0.798 3.271 -0.874 0.13
H -2.162 4.105 -1.526 0.51
H -1.562 4.643 0.021 0.35
H -0.875 0.231 2.642 0.22
H -2.357 0.542 3.551 0.41
H -0.867 1.335 4.031 0.45
H -1.775 0.143 0.281 0.19
C 0.913 -2.126 4.026 0.72
O 1.405 -1.893 2.921 -0.73
N 1.481 -1.743 5.208 -0.39
N -0.304 -2.754 4.126 -0.41
H 2.399 -1.335 5.267 0.20
H 0.952 -1.987 6.026 0.13
H -0.711 -2.944 5.022 0.15
H -0.730 -3.003 3.255 0.21
C 4.187 1.528 4.907 0.70
O 3.851 0.601 5.637 -0.68
N 3.851 2.823 5.217 -0.45
N 4.917 1.367 3.767 -0.34
H 3.953 3.572 4.560 0.19
H 3.222 2.899 5.995 0.23
H 5.035 0.473 3.331 0.18
H 5.323 2.160 3.305 0.16
C 3.013 0.473 0.297 0.39
O 3.869 0.687 -0.568 -0.85
N 1.771 1.016 0.257 0.01
N 3.224 -0.409 1.311 -0.07
H 1.137 0.885 1.025 -0.23
H 1.520 1.655 -0.475 0.17
H 4.016 -1.009 1.162 0.29
H 2.485 -0.747 1.916 0.07
C 3.639 0.420 -4.318 0.61
O 3.425 0.333 -5.510 -0.66
N 3.473 -0.590 -3.408 -0.23
N 3.943 1.592 -3.656 -0.32
H 3.865 -0.489 -2.487 0.22
H 3.039 -1.431 -3.745 0.10
H 4.073 2.448 -4.157 0.18
H 4.033 1.502 -2.658 0.21
```

HOMO level = -8.507 eV
ΔE to the lowest compared entry with this formula, charge and spin = 0.00 kcal/mol
SMILES string = CC1(C)CCCC(C)(C)N1O.CC1(C)CCCC(C)(C)N1O.NC(N)=O.NC(N)=O.NC(N)=O.NC(N)=O
calculated total energy = -1869.75338 a.u.
lowest unoccupied orbital energy = 0.011 Ha